Entry 1:
The following is a DFT calculation (ωB97M-V/def2-TZVPD) of a structure of composition C4H7NO2.

Computed properties:
* relative energy (zero: lowest compared OMol25 entry of this formula, charge and spin): 401.8 kJ/mol

Structure (ORCA input):
```
! wB97M-V def2-TZVPD RIJCOSX def2/J DEFGRID3
* xyz 0 1
C 1.52 -0.23 -0.10
C 1.01 1.09 -0.13
C -1.30 0.08 -0.20
C -0.76 -1.20 0.22
H 1.78 1.56 0.38
H 1.00 1.55 -1.07
H -0.48 0.70 1.17
H -2.62 0.48 -0.17
H -1.10 0.10 -1.32
H -0.90 -1.45 1.32
H -1.18 -2.10 -0.19
N -0.41 1.04 0.26
O 2.75 -0.41 0.15
O 0.69 -1.21 -0.32
*
```

natural (NBO) population analysis, charges in e, atoms 1 to 5:
1. C 0.768
2. C -0.364
3. C -0.252
4. C -0.103
5. H 0.257

Entry 2:
The following is a DFT calculation (ωB97M-V/def2-TZVPD) of a cluster of 2 separate species, C6H8N in total.

Computed properties:
* relative energy (zero: lowest compared OMol25 entry of this formula, charge and spin): 1013.8 kJ/mol

Structure (ORCA input):
```
! wB97M-V def2-TZVPD RIJCOSX def2/J DEFGRID3
* xyz 1 1
C -1.92 -2.04 0.06
C 1.33 0.07 0.10
C -1.85 0.34 -0.14
C 2.20 -0.91 -0.53
C 2.73 0.11 0.46
C -2.12 1.72 -0.09
N -2.11 -0.82 0.05
H -2.61 -2.76 0.46
H 2.11 -1.95 -0.25
H 2.41 -0.79 -1.59
H 3.35 0.93 0.11
H 3.01 -0.21 1.46
H -3.19 1.94 -0.14
H -1.77 2.07 0.90
H -1.56 2.28 -0.84
*
```

natural (NBO) population analysis, charges in e, atoms 1 to 5:
1. C 0.280
2. C 0.181
3. C 0.701
4. C -0.614
5. C -0.605

Entry 3:
The following is a DFT calculation (ωB97M-V/def2-TZVPD) of an isolated molecule of FHN2O.

Computed properties:
* relative energy (zero: lowest compared OMol25 entry of this formula, charge and spin): 355.8 kJ/mol

Structure (ORCA input):
```
! wB97M-V def2-TZVPD RIJCOSX def2/J DEFGRID3
* xyz 0 1
O -0.20 -0.23 -1.71
N -0.04 -0.73 -0.58
N 0.13 0.06 0.42
F 0.28 -0.33 1.63
H -0.18 1.23 0.24
*
```

Just the natural (NBO) charges please, in e? Sure, here they are:
1. O -0.399
2. N 0.200
3. N 0.002
4. F -0.145
5. H 0.342

Entry 4:
The following is a DFT calculation (ωB97M-V/def2-TZVPD) of an isolated molecule of C2H7N5.

Computed properties:
* relative energy (zero: lowest compared OMol25 entry of this formula, charge and spin): 479.6 kJ/mol

Structure (ORCA input):
```
! wB97M-V def2-TZVPD RIJCOSX def2/J DEFGRID3
* xyz 0 1
C -0.14 1.07 -0.61
C 0.83 0.58 -1.53
N 0.56 -0.66 0.63
N -0.15 0.42 0.54
N 1.28 -0.62 -1.61
N -0.82 0.94 1.66
N 0.61 -1.76 -1.47
H -0.62 2.03 -0.68
H 1.40 1.31 -2.09
H 0.60 -0.97 1.60
H -1.36 0.24 2.14
H -1.40 1.74 1.40
H -0.06 -1.83 -0.70
H 1.27 -2.53 -1.48
*
```

natural (NBO) population analysis, charges in e, atoms 1 to 5:
1. C -0.162
2. C -0.075
3. N -0.613
4. N 0.086
5. N -0.196

Entry 5:
The following is a DFT calculation (ωB97M-V/def2-TZVPD) of a cluster of 2 separate species, C4H10S in total.

Computed properties:
* relative energy (zero: lowest compared OMol25 entry of this formula, charge and spin): 151.4 kJ/mol

Structure (ORCA input):
```
! wB97M-V def2-TZVPD RIJCOSX def2/J DEFGRID3
* xyz 0 1
C 0.03 0.57 0.99
C -1.04 0.24 0.29
C -1.70 1.08 -0.76
S -1.99 -1.29 0.59
H 0.78 1.24 0.60
H 0.52 0.03 1.85
H -1.03 1.61 -1.45
H -2.39 1.88 -0.29
H -2.42 0.56 -1.33
H -1.98 -1.16 1.90
C 1.89 -1.31 -1.25
H 2.27 -0.29 -1.21
H 2.54 -1.96 -0.57
H 1.89 -1.59 -2.24
H 0.78 -1.32 -0.78
*
```

natural (NBO) population analysis, charges in e, atoms 1 to 5:
1. C -0.424
2. C -0.103
3. C -0.664
4. S -0.033
5. H 0.205

Entry 6:
The following is a DFT calculation (ωB97M-V/def2-TZVPD) of a structure of composition C7H15N3O5Zn.

Computed properties:
* relative energy (zero: lowest compared OMol25 entry of this formula, charge and spin): 13.1 kJ/mol

Structure (ORCA input):
```
! wB97M-V def2-TZVPD RIJCOSX def2/J DEFGRID3
* xyz 0 1
Zn 0.04 -0.25 -0.59
C -0.16 -3.34 3.25
O 0.81 -2.31 3.10
C 0.76 -1.63 1.94
O -0.02 -1.88 1.05
N 1.72 -0.68 1.90
N 1.67 0.25 0.85
H 0.10 -3.86 4.17
H -0.12 -4.03 2.41
H -1.16 -2.91 3.32
H 2.11 -0.39 2.79
H 2.60 0.49 0.54
H 1.16 1.12 1.18
N 0.76 2.16 -3.95
C 0.68 1.21 -3.00
O 1.09 1.40 -1.86
C 0.06 -0.10 -3.46
C 0.01 -1.17 -2.38
H 1.10 3.08 -3.71
H 0.42 1.99 -4.88
H 0.65 -0.43 -4.33
H -0.95 0.13 -3.82
H 0.90 -1.79 -2.47
H -0.84 -1.82 -2.56
C -2.47 2.41 1.70
C -1.17 1.74 1.23
O -0.12 1.96 1.85
O -1.29 0.97 0.24
H -2.82 1.90 2.60
H -3.23 2.33 0.93
H -2.29 3.45 1.96
*
```

natural (NBO) population analysis, charges in e, atoms 1 to 5:
1. Zn 1.566
2. C -0.255
3. O -0.506
4. C 0.888
5. O -0.690

Number 1: strongest force on any atom 6.70 eV Å⁻¹. Number 2: strongest force on any atom 2.46 eV Å⁻¹. Number 3: strongest force on any atom 8.72 eV Å⁻¹. Number 4: strongest force on any atom 2.58 eV Å⁻¹. Number 5: strongest force on any atom 4.18 eV Å⁻¹. Number 6: strongest force on any atom 0.92 eV Å⁻¹.